No. 1
Computed, not measured: a molecular structure, C27H46CdCl2N5S2, with ωB97M-V/def2-TZVPD.

Structure (XYZ):
```
83
Properties=species:S:1:pos:R:3
Cd 1.5638 0.0728 0.6318
C 1.3053 -2.2374 -2.2797
C 1.9035 -1.0321 -2.0241
C 2.7325 -1.1670 -0.8169
C 2.6006 -2.5648 -0.4178
C 1.7394 -3.1959 -1.2774
C 1.3833 -4.6569 -1.2547
C 3.4320 -3.2083 0.6499
C 4.1067 -0.5165 -0.7478
C 1.8424 0.1896 -2.8914
C 0.3501 -2.5047 -3.4074
H 1.1366 -5.0205 -0.2529
H 2.2144 -5.2709 -1.6074
H 0.5339 -4.8807 -1.9008
H 3.4557 -2.6236 1.5746
H 4.4712 -3.3201 0.3290
H 3.0722 -4.2088 0.8957
H 4.7970 -1.0484 -1.4091
H 4.5302 -0.5383 0.2575
H 4.0865 0.5277 -1.0602
H 0.8233 0.5680 -2.9968
H 2.2238 -0.0232 -3.8927
H 2.4463 0.9997 -2.4797
H -0.2570 -1.6231 -3.6297
H -0.3295 -3.3325 -3.1906
H 0.8699 -2.7691 -4.3309
Cl 1.7367 0.1336 3.4975
C 1.7467 1.8622 3.8359
C 1.5774 2.2098 5.1641
C 1.5615 3.5485 5.5084
C 1.7077 4.5053 4.5170
C 1.8716 4.1231 3.1980
Cl 2.0508 5.3812 2.0195
C 1.9041 2.7779 2.7922
S 2.1881 2.3983 1.1038
H 1.4705 1.4380 5.9126
H 1.4360 3.8442 6.5398
H 1.6988 5.5585 4.7580
N -0.9648 -1.8253 -0.3751
C -2.0928 -2.6194 0.2015
C -2.9948 -1.6444 0.9486
C -2.3229 -1.0569 2.1924
N -1.2639 -0.1029 1.7925
C -1.7663 -2.1693 3.0825
C -0.8708 -3.1803 2.3685
N 0.4155 -2.5571 2.0203
C -1.5469 -3.7091 1.1070
H -1.2733 -1.2285 -1.1489
H -0.1429 -2.3788 -0.6886
H -0.6627 -1.1947 0.3909
H -2.6222 -3.0727 -0.6373
H -3.8917 -2.1889 1.2521
H -3.3179 -0.8397 0.2828
H -3.0963 -0.5332 2.7648
H -0.7459 0.2017 2.6108
H -1.6645 0.7251 1.3579
H -2.6156 -2.7139 3.5041
H -1.2344 -1.7327 3.9329
H -0.7248 -4.0343 3.0396
H 1.0300 -3.2199 1.5583
H 0.8925 -2.2838 2.8737
H -2.3982 -4.3298 1.3971
H -0.8652 -4.3590 0.5515
C -4.0682 1.7993 -2.2441
N -3.0985 2.8790 -2.2977
C -3.6811 4.2185 -2.2463
C -1.8029 2.6609 -1.9967
S -1.3277 1.2303 -1.1909
N -0.9195 3.5957 -2.3739
C -1.1163 4.4220 -3.5595
C 0.4215 3.6558 -1.8102
H -4.9251 2.0900 -2.8489
H -4.4018 1.6138 -1.2193
H -3.6416 0.8845 -2.6480
H -4.5255 4.1963 -1.5551
H -4.0385 4.5495 -3.2223
H -2.9547 4.9317 -1.8674
H -1.9506 4.0482 -4.1466
H -0.2102 4.3572 -4.1633
H -1.2881 5.4700 -3.3105
H 0.4503 3.1453 -0.8509
H 0.6891 4.7012 -1.6546
H 1.1459 3.2024 -2.4910
```

Properties
Net charge   +1
2S+1   1

No. 2
Computed, not measured: a molecular structure, C27H46F6KO27P at a distorted geometry, with ωB97M-V/def2-TZVPD.

Structure (XYZ):
```
108
Properties=species:S:1:pos:R:3
K 11.3065 5.5471 -19.5378
P 12.5484 2.8967 -17.5239
F 13.6565 3.8332 -18.3154
F 13.1954 1.4942 -18.0040
F 13.6472 2.8313 -16.3202
F 11.4280 2.0191 -16.7581
F 11.8496 4.3046 -17.0432
F 11.5504 2.9868 -18.8093
C 11.7133 8.6458 -24.0720
C 12.9898 8.4084 -24.8081
O 12.7155 8.6633 -26.0975
C 11.3825 8.7881 -26.3073
O 10.8639 8.9425 -27.4107
O 10.7889 8.5844 -25.1309
H 11.6535 9.6401 -23.6295
H 11.4614 7.9343 -23.2856
H 13.2734 7.3602 -24.7143
H 13.8571 8.9938 -24.5028
C 13.7014 1.9544 -21.6368
C 14.7095 1.2539 -20.7408
O 15.8529 1.5087 -21.4764
C 15.5946 1.6335 -22.7329
O 16.4197 1.7854 -23.6099
O 14.1772 1.7217 -22.9399
H 13.4139 2.9808 -21.4090
H 12.7259 1.4773 -21.5423
H 14.5186 0.1819 -20.6910
H 14.7487 1.6960 -19.7453
C 10.0705 9.7056 -18.5733
C 10.5647 10.5993 -17.4355
O 11.2595 9.6796 -16.6727
C 11.1027 8.4040 -17.0765
O 11.5499 7.4570 -16.4814
O 10.3921 8.3544 -18.2157
H 10.5314 9.9920 -19.5187
H 8.9916 9.8454 -18.5062
H 9.7391 11.1832 -17.0287
H 11.2367 11.3539 -17.8444
C 6.3922 8.2283 -21.9901
C 6.8436 9.2358 -20.9984
O 8.0705 8.6717 -20.6577
C 8.4879 7.7275 -21.5035
O 9.5573 7.1130 -21.3990
O 7.5053 7.4527 -22.4144
H 5.9129 8.6632 -22.8672
H 5.5819 7.6014 -21.6178
H 6.1878 9.4310 -20.1499
H 7.1474 10.1770 -21.4566
C 8.0521 11.0420 -15.0591
O 7.9798 9.6516 -15.3055
C 8.3564 8.7552 -14.3583
O 8.6274 9.0279 -13.1380
O 8.4047 7.5530 -14.9552
C 9.0671 6.4605 -14.2945
H 7.6524 11.4813 -15.9731
H 9.1241 11.2385 -15.0460
H 7.4950 11.3552 -14.1761
H 8.3593 5.7296 -13.9034
H 9.7241 6.8152 -13.5004
H 9.6482 5.8203 -14.9584
C 6.1260 4.0764 -21.2324
O 6.7764 2.8837 -21.6587
C 8.0575 2.9696 -22.1856
O 8.6841 4.0389 -22.3666
O 8.4865 1.8014 -22.4593
C 9.8086 1.5489 -23.0340
H 5.7192 4.5818 -22.1083
H 6.8319 4.8259 -20.8743
H 5.3150 3.8754 -20.5324
H 10.4963 1.9130 -22.2707
H 9.9690 2.1569 -23.9244
H 10.0049 0.4929 -23.2195
C 15.3197 5.0945 -22.3291
O 14.3434 4.9622 -23.4312
C 12.9967 5.2183 -23.2904
O 12.4193 5.5122 -22.2348
O 12.3740 5.0437 -24.4989
C 10.9878 5.1245 -24.6724
H 15.6967 6.1072 -22.4721
H 16.1136 4.3494 -22.2775
H 14.7410 5.1494 -21.4071
H 10.6449 5.3145 -25.6895
H 10.4065 5.7739 -24.0179
H 10.5256 4.1830 -24.3756
C 7.7788 2.6914 -18.6912
O 6.9876 3.7326 -18.1929
C 7.6121 4.9364 -18.0840
O 8.6692 5.3300 -18.6019
O 6.6919 5.7631 -17.4811
C 6.8566 7.2020 -17.5683
H 7.0106 2.0256 -19.0843
H 8.4214 2.2537 -17.9272
H 8.3384 2.9493 -19.5903
H 6.7345 7.6328 -18.5621
H 7.8243 7.4774 -17.1490
H 6.1930 7.6739 -16.8438
C 13.3323 10.3112 -20.3267
O 14.2690 9.4960 -19.6511
C 14.1217 8.2493 -19.3540
O 13.2184 7.5120 -19.7314
O 15.0480 7.9435 -18.4376
C 14.6245 7.2913 -17.1720
H 13.8497 11.1185 -20.8451
H 12.7635 10.6924 -19.4786
H 12.6732 9.8317 -21.0504
H 13.9582 8.0135 -16.7003
H 15.4535 7.1485 -16.4789
H 14.2351 6.2921 -17.3669
```

Properties
Net charge   0
2S+1   1

No. 3
Computed, not measured: a single C27H46N2O6P2S2 molecule, with ωB97M-V/def2-TZVPD.

Structure (XYZ):
```
85
Properties=species:S:1:pos:R:3
C -6.1063 0.3295 0.5457
C -4.7813 -0.4061 0.3678
C -4.8769 -1.5168 -0.6541
O -5.8890 -2.0784 -0.9578
O -3.6940 -1.8192 -1.2877
C -2.6599 -2.4098 -0.4813
C -1.3287 -2.1101 -1.1499
C -0.8630 -0.6607 -0.9467
C -0.4226 0.1665 -2.2135
C -1.3877 1.2915 -2.5863
C -2.8186 0.9409 -2.9114
O -3.6096 1.7823 -3.2622
P 0.1058 -0.6610 -3.8363
C 1.1976 -2.0567 -3.3494
C -1.3724 -1.5948 -4.4767
C -1.6860 -1.2168 -5.9270
O 0.7842 0.8764 -1.8005
C 1.4006 0.1311 -0.7859
C 2.5594 0.9053 -0.1101
C 2.8755 2.3025 -0.6842
C 2.5982 3.4671 0.2891
S 4.1239 4.4363 0.4694
C 3.5230 5.7330 1.5371
S 2.8614 7.0843 0.9477
N 3.6939 5.5059 2.8997
C 3.8905 4.2917 3.5422
C 3.9744 4.5828 4.8488
N 3.8647 5.9437 5.0620
C 3.6939 6.4599 3.8941
C 0.2700 -0.4386 0.1194
C 0.8664 -1.7011 0.7653
C 0.0782 -2.3979 1.8855
C 0.4429 -3.8884 2.0477
C 1.1261 -4.2721 3.3729
O 2.4139 -4.8303 3.2163
C 3.3824 -3.8757 2.8547
P -0.1526 0.7099 1.5146
C -0.6256 2.2613 0.6798
O -1.6894 0.1534 1.8467
H -6.3345 0.9521 -0.3179
H -6.9177 -0.3779 0.7063
H -6.0477 0.9804 1.4201
H -3.9770 0.2774 0.0958
H -4.4927 -0.8687 1.3180
H -2.8411 -3.4855 -0.4463
H -2.6899 -1.9873 0.5264
H -0.6081 -2.8277 -0.7627
H -1.4574 -2.3400 -2.2023
H -1.7564 -0.1446 -0.5663
H -0.9876 1.8412 -3.4435
H -1.4396 2.0094 -1.7693
H -3.1561 -0.0961 -2.7844
H 1.4199 -2.5785 -4.2834
H 2.1396 -1.6473 -2.9910
H 0.7738 -2.7558 -2.6302
H -2.2484 -1.4648 -3.8462
H -1.1296 -2.6608 -4.4233
H -2.2997 -1.9921 -6.3919
H -0.7676 -1.1416 -6.5100
H -2.2344 -0.2779 -5.9951
H 1.8356 -0.7808 -1.2079
H 2.3681 0.9863 0.9627
H 3.4555 0.2903 -0.1991
H 3.9378 2.3162 -0.9397
H 2.3405 2.4758 -1.6138
H 1.8090 4.1231 -0.0763
H 2.2943 3.0944 1.2682
H 3.9493 3.3552 3.0189
H 4.1185 3.8839 5.6558
H 3.5729 7.5103 3.6915
H 1.8492 -1.4229 1.1648
H 1.0753 -2.4346 -0.0173
H 0.2724 -1.8694 2.8224
H -0.9922 -2.2997 1.7045
H 1.1140 -4.1854 1.2384
H -0.4618 -4.4878 1.9395
H 1.1951 -3.3911 4.0249
H 0.5465 -5.0352 3.8910
H 3.2453 -3.5206 1.8253
H 3.3603 -3.0121 3.5311
H 4.3606 -4.3482 2.9273
H -0.6288 3.0472 1.4369
H 0.0954 2.5136 -0.0945
H -1.6263 2.2028 0.2541
H -1.7978 0.1548 2.8030
```

Properties
Net charge   0
2S+1   1
Structure (SMILES)   CCC(=O)OCC[C@H]1[C@](CCCCOC)(P(C)O)[C@H](CCCSC(=S)n2ccnc2)O[C@@]1(CC=O)P(C)CC

| no. | E_HOMO (eV) |
| --- | --- |
| 1 | -9.872 |
| 2 | -10.574 |
| 3 | -8.771 |